19
Properties=species:S:1:pos:R:3:forces:R:3:nbo_charge:R:1 method="wB97M-V/def2-TZVPD" e_above_lowest_kcal_mol=18.8 spin_multiplicity=3 homo_energy_ha="-0.410 / -0.498" mol_weight_g_mol=246.07 homo_lumo_gap_ev="7.410 / 5.673" fmax_ev_per_a=4.740 charge=+1
C 1.8212 -1.1078 1.3211 0.192 0.121 2.312 -0.14
C 1.3805 0.1360 0.9835 -0.134 -1.152 -1.403 -0.28
C 1.7292 -2.2324 0.5381 0.230 -0.392 -0.174 -0.24
C 0.8416 0.0435 -0.2928 0.285 2.877 2.185 0.22
C 1.0359 -2.0909 -0.6578 2.000 -0.204 1.697 0.07
C -0.6079 1.8649 -0.9940 -2.000 3.689 2.205 -0.54
C -1.7540 1.6834 -0.0766 1.532 -1.004 -1.938 0.05
C -2.7633 0.7269 -0.3953 -0.350 0.437 1.717 -0.40
N 0.6041 -0.9190 -1.0384 -0.895 -0.098 -1.349 -0.40
I -4.2133 0.1436 0.9699 1.172 0.526 -1.044 0.54
H 2.1244 -1.0925 2.3562 0.818 -0.913 0.109 0.23
H 1.5546 0.9186 1.6932 -0.385 0.792 -0.404 0.26
H 2.2794 -3.1090 0.8909 -0.728 -0.062 -0.451 0.26
H 0.3078 1.0903 -0.5909 0.063 0.286 -0.518 0.21
H 0.9961 -2.7786 -1.3992 -0.368 -2.702 -1.683 0.21
H -0.0521 2.8858 -0.9633 -1.083 -1.846 0.107 0.28
H -0.9460 1.5713 -1.9262 0.312 -0.743 -2.206 0.23
H -1.6642 2.0912 0.8800 -0.371 0.809 1.454 0.21
H -2.6741 0.1747 -1.2981 -0.289 -0.420 -0.617 0.23

15
Properties=species:S:1:pos:R:3:forces:R:3:nbo_charge:R:1 method="wB97M-V/def2-TZVPD" e_above_lowest_kcal_mol=102.7 spin_multiplicity=1 homo_energy_ha=-0.308 mol_weight_g_mol=129.18 homo_lumo_gap_ev=7.992 fmax_ev_per_a=4.547
C 0.7371 -0.0068 0.0630 -3.679 -0.239 -1.508 0.58
C 3.0026 -0.4938 0.4387 2.271 -0.707 -2.247 -0.27
C 1.8355 -0.9356 -0.0410 0.538 1.937 2.250 -0.32
C -1.0060 1.4886 0.0416 -2.498 -2.630 1.091 -0.27
C -1.6841 0.1575 -0.5593 -2.396 1.193 -0.966 0.07
N 0.2704 1.0659 0.3891 2.674 -1.337 1.134 -0.37
O -0.8054 -0.6866 -0.8997 4.192 -1.749 -0.205 -0.64
S -2.9937 -0.5384 0.6230 -0.260 2.063 2.547 -0.24
H 3.8405 -1.1840 0.1583 -0.584 0.440 1.108 0.20
H 3.3780 0.5155 0.6502 -0.951 -0.312 0.220 0.22
H 1.7699 -1.9885 -0.1600 -0.861 -0.456 -0.788 0.26
H -0.8687 2.3101 -0.5699 -0.423 1.613 -1.612 0.22
H -1.7243 1.6656 0.8439 0.816 0.844 0.585 0.23
H -2.4387 0.3917 -1.3224 0.819 0.578 -0.566 0.18
H -3.3131 -1.7613 0.3444 0.344 -1.238 -1.043 0.14

12
Properties=species:S:1:pos:R:3:forces:R:3:nbo_charge:R:1 method="wB97M-V/def2-TZVPD" e_above_lowest_kcal_mol=0.0 spin_multiplicity=1 homo_energy_ha=-0.395 mol_weight_g_mol=146.12 smiles="NS(=O)(=O)NC(F)F" homo_lumo_gap_ev=11.238 fmax_ev_per_a=3.346
C -1.5595 0.2471 -0.4618 2.401 0.767 1.227 0.69
N 0.9361 -1.0100 -0.2200 1.092 -3.085 -0.651 -1.15
N -0.4310 0.7601 0.6916 -2.498 -0.179 -2.220 -0.92
O 2.1225 0.9131 0.8576 -0.192 -0.142 0.440 -0.92
O 1.0841 1.2296 -1.2756 -0.017 0.362 -2.013 -0.94
F -2.3998 1.2062 -0.8851 0.929 -0.017 0.341 -0.32
F -2.3047 -0.6693 0.1324 -0.056 -0.458 0.295 -0.32
S 1.0628 0.5653 -0.0352 -0.357 1.306 2.450 2.43
H -0.9058 -0.1857 -1.2553 -1.125 0.463 0.237 0.17
H 0.3389 -1.6668 0.3254 0.836 1.375 -0.263 0.44
H 1.8782 -1.3952 -0.4505 -1.250 0.192 0.211 0.42
H -0.6061 1.7654 0.8582 0.237 -0.584 -0.054 0.41

101
Properties=species:S:1:pos:R:3:forces:R:3:lowdin_charge:R:1 method="wB97M-V/def2-TZVPD" spin_multiplicity=1 homo_energy_ha=-0.221 mol_weight_g_mol=841.70 homo_lumo_gap_ev=6.127 fmax_ev_per_a=0.553
Sc 0.0827 0.1457 -0.5144 -0.403 -0.298 -0.133 0.70
C 4.1521 -2.2436 0.4395 0.019 -0.071 0.011 -0.12
C 3.1017 -2.9457 -0.4279 0.072 0.062 0.022 -0.53
C 3.2914 -4.4621 -0.3788 0.069 -0.020 0.025 -0.11
P 1.3925 -2.3294 -0.0977 -0.099 -0.038 -0.017 1.07
C 0.6503 -3.2908 1.3106 0.105 -0.070 0.011 -0.52
C 0.2849 -4.7514 1.0516 -0.009 -0.006 0.051 -0.09
C 1.5008 -3.1277 2.5740 -0.013 -0.019 -0.010 -0.12
C 0.4646 -2.8812 -1.5749 0.055 0.002 0.064 -0.31
C 0.9705 -3.5771 -2.6657 0.034 -0.028 -0.060 -0.08
C 0.1790 -3.8217 -3.7808 0.020 0.006 0.040 -0.08
C -1.1245 -3.3471 -3.8099 -0.020 0.020 0.020 -0.07
C -1.6364 -2.6245 -2.7418 -0.033 -0.009 -0.072 -0.05
C -0.8506 -2.3858 -1.6104 -0.159 0.047 0.208 -0.34
N -1.2059 -1.5586 -0.5264 -0.294 0.320 -0.160 -0.14
C -2.4573 -1.5720 0.0858 0.278 -0.187 -0.107 -0.29
C -3.5058 -2.4372 -0.2769 -0.004 0.033 0.003 -0.03
C -4.7471 -2.3481 0.3278 0.026 -0.013 -0.016 -0.08
C -4.9986 -1.4023 1.3144 0.008 0.001 -0.003 -0.09
C -3.9516 -0.6029 1.7387 0.022 0.026 0.022 -0.10
C -2.6777 -0.7025 1.1789 -0.006 0.029 0.132 -0.29
P -1.2585 0.2396 1.8335 -0.274 0.032 -0.049 1.09
C -0.9665 -0.4145 3.5365 0.181 0.013 -0.019 -0.52
C 0.2431 0.2857 4.1644 -0.052 -0.001 0.035 -0.11
C -2.1466 -0.4628 4.5009 0.028 -0.019 0.079 -0.10
C -1.8178 2.0090 1.7670 0.132 0.066 0.126 -0.39
C -2.4501 2.6400 3.0037 -0.090 -0.023 -0.026 -0.07
C 0.3645 3.3976 2.1033 -0.044 0.033 0.071 -0.17
H 5.1544 -2.5237 0.1037 -0.045 -0.010 0.015 0.08
H 4.0696 -1.1601 0.3813 -0.006 -0.008 -0.019 0.02
H 4.0645 -2.5354 1.4884 0.004 0.026 -0.037 0.07
H 3.2623 -2.6018 -1.4545 -0.002 0.022 -0.068 0.10
H 3.3436 -4.8089 0.6554 -0.013 0.003 -0.028 0.07
H 2.4947 -5.0136 -0.8770 0.019 0.018 0.019 0.06
H 4.2379 -4.7272 -0.8577 -0.011 -0.013 0.029 0.08
H -0.2826 -2.7468 1.4649 -0.079 0.047 -0.007 0.07
H 1.1627 -5.3975 1.0629 -0.013 0.010 -0.015 0.06
H -0.3911 -5.1015 1.8369 0.027 0.004 -0.016 0.08
H -0.2247 -4.8803 0.0954 0.007 0.017 0.014 0.07
H 2.4080 -3.7341 2.5256 -0.028 0.025 -0.002 0.07
H 1.7975 -2.0875 2.7384 -0.018 -0.026 -0.011 0.06
H 0.9368 -3.4566 3.4515 0.016 -0.007 -0.032 0.08
H 1.9935 -3.9324 -2.6643 -0.056 0.023 -0.007 0.10
H 0.5811 -4.3723 -4.6221 -0.010 0.024 0.031 0.10
H -1.7452 -3.5210 -4.6807 0.011 0.004 0.021 0.11
H -2.6376 -2.2172 -2.7996 0.016 -0.005 -0.007 0.11
H -3.3426 -3.1837 -1.0405 -0.021 0.007 0.023 0.10
H -5.5346 -3.0244 0.0153 0.028 0.021 -0.002 0.11
H -5.9819 -1.3077 1.7572 0.045 -0.002 -0.011 0.10
H -4.1227 0.1150 2.5325 -0.004 -0.023 -0.025 0.09
H -0.6742 -1.4473 3.3179 0.017 -0.039 0.006 0.08
H 0.0024 1.3144 4.4441 0.012 -0.040 -0.013 0.07
H 0.5498 -0.2400 5.0720 -0.023 0.014 -0.024 0.08
H 1.0996 0.3106 3.4860 -0.017 -0.009 -0.003 0.05
H -2.5058 0.5339 4.7546 -0.001 -0.003 -0.010 0.07
H -2.9759 -1.0470 4.1063 0.018 0.008 -0.008 0.06
H -1.8179 -0.9405 5.4281 -0.030 0.018 -0.007 0.08
H -2.5887 1.9308 1.0027 -0.111 0.015 -0.095 0.11
H -1.7698 2.6858 3.8540 -0.036 -0.024 -0.031 0.07
H -2.7468 3.6649 2.7716 -0.006 -0.064 0.029 0.09
H -3.3452 2.0933 3.3045 0.010 -0.010 -0.002 0.06
H 0.7501 2.5469 2.6747 0.006 0.040 -0.013 0.07
H -0.0819 2.1095 0.5486 0.201 0.133 0.119 0.00
H 1.2089 3.7518 1.5061 0.040 0.040 -0.019 0.11
Br 2.5362 1.1715 0.6373 -0.152 0.078 -0.078 0.91
C 3.2743 1.6728 -1.0628 0.032 -0.018 0.144 -0.53
C 4.3885 2.4517 -1.0287 0.081 0.046 -0.097 -0.12
C 5.0014 2.8070 -2.2505 -0.006 -0.001 0.077 -0.08
C 4.4798 2.3495 -3.4239 -0.050 -0.029 -0.035 -0.03
C 3.3197 1.5333 -3.4453 0.016 0.006 -0.049 -0.16
C 2.8021 1.0416 -4.6700 0.052 0.022 -0.004 -0.04
C 1.6962 0.2475 -4.6761 -0.018 -0.019 0.023 -0.06
C 1.0406 -0.0651 -3.4617 -0.084 -0.041 -0.130 -0.12
C 1.4617 0.3894 -2.2354 0.504 0.172 0.146 -0.19
C 2.6551 1.1823 -2.2371 0.061 0.009 -0.133 -0.22
H 4.7970 2.7899 -0.0856 -0.003 -0.007 -0.038 0.10
H 5.8844 3.4334 -2.2401 -0.030 -0.024 -0.004 0.11
H 4.9482 2.6030 -4.3684 -0.014 -0.006 0.028 0.11
H 3.3073 1.3057 -5.5929 -0.019 -0.010 0.035 0.11
H 1.3054 -0.1382 -5.6106 0.004 0.004 0.018 0.11
H 0.1535 -0.6882 -3.5309 -0.029 -0.015 -0.041 0.08
F -1.0184 6.4691 3.6560 -0.036 -0.004 0.037 0.03
C -0.7783 5.5153 2.7098 -0.009 0.179 -0.133 -0.32
C -0.0565 4.4635 3.0724 0.212 -0.138 -0.070 -0.06
C -0.6708 2.8423 1.1138 -0.177 -0.045 0.070 -0.32
C -1.1737 3.7507 0.0258 0.020 -0.048 -0.085 -0.10
C -1.4975 5.1026 0.3319 -0.069 -0.095 -0.031 -0.22
F -2.1401 5.7842 -0.6596 0.008 0.024 -0.039 0.03
C -1.3845 5.8560 1.4548 0.048 0.019 0.079 0.02
C -1.4434 3.1210 -1.2083 -0.144 -0.007 0.059 -0.18
C -1.7963 3.8083 -2.4236 -0.015 -0.037 -0.039 -0.01
C -2.2432 3.1379 -3.5165 -0.019 0.047 -0.008 -0.07
C -2.3659 1.7317 -3.4903 -0.052 0.049 -0.123 -0.08
C -1.9025 1.1097 -2.3797 0.113 -0.032 0.193 -0.18
N -1.3899 1.7333 -1.2818 0.205 -0.270 0.099 0.00
H 0.3001 4.4138 4.0949 -0.055 -0.002 -0.029 0.11
H -1.8271 6.8413 1.3992 0.022 -0.008 0.020 0.12
H -1.6998 4.8765 -2.4669 0.020 0.041 0.014 0.10
H -2.5026 3.6924 -4.4111 0.012 -0.014 0.030 0.11
H -2.7663 1.1624 -4.3175 0.020 0.036 0.023 0.10
H -1.9258 0.0238 -2.3298 0.054 0.015 0.033 0.08